No. 1
{
  "formula": "C28H52Cl2LuN3O4Si2",
  "method": "the ωB97M-V functional and the def2-TZVPD basis",
  "lumo_energy_ev": 0.4568,
  "e_homo_ha": -0.2960,
  "spin_multiplicity": 1,
  "symbols": ["C", "C", "H", "H", "H", "C", "C", "H", "H", "H", "H", "Lu", "Cl", "C", "O", "N", "C", "C", "H", "H", "H", "H", "H", "H", "H", "H", "H", "C", "C", "N", "H", "C", "O", "H", "H", "H", "H", "H", "H", "C", "C", "N", "H", "C", "O", "H", "H", "H", "H", "O", "C", "C", "C", "H", "C", "H", "C", "H", "C", "C", "H", "H", "H", "Si", "Cl", "C", "C", "C", "H", "H", "H", "H", "H", "H", "H", "H", "H", "C", "Si", "C", "C", "C", "C", "H", "H", "H", "H", "H", "H", "H", "H", "H"],
  "xyz": [[-1.13043, -0.44649, -4.03197], [-0.65266, -1.71416, -3.40358], [-0.98270, -0.43567, -5.11414], [-0.60686, 0.41046, -3.58150], [-2.20454, -0.29880, -3.84237], [-0.15486, -2.78408, -4.05174], [-0.00028, -2.90281, -5.52612], [0.16279, -3.65615, -3.48095], [-0.14427, -1.95270, -6.05235], [-0.71857, -3.62253, -5.93988], [0.99700, -3.29039, -5.77528], [0.83294, 0.55321, 0.13974], [1.19978, 2.74233, -0.89236], [0.39876, -2.05281, 1.78365], [1.30091, -1.22440, 1.48839], [0.60127, -3.11831, 2.55179], [1.94069, -3.46105, 3.01763], [-0.44372, -4.09349, 2.85174], [-0.62651, -1.88322, 1.41515], [2.60990, -2.61169, 2.86393], [2.30998, -4.34101, 2.47518], [1.87948, -3.71867, 4.07857], [-1.40209, -3.75766, 2.43437], [-0.53232, -4.21187, 3.94237], [-0.18117, -5.07060, 2.41888], [1.30628, 3.36024, 5.23054], [-0.66067, 4.73157, 4.62825], [1.66976, 3.38764, 4.19980], [-0.29220, 4.79459, 3.59438], [0.54551, 3.63187, 3.30487], [2.14430, 2.43954, 3.93458], [0.30467, 2.81514, 2.28511], [0.96439, 1.76088, 2.06814], [-1.14137, 4.80165, 2.89856], [-0.51515, 3.12508, 1.61626], [2.39435, 4.20582, 4.11782], [0.28686, 5.72243, 3.47531], [1.82725, -0.23812, -3.48659], [2.91659, -2.87052, -3.13274], [2.84290, 0.03708, -3.16909], [3.79041, -2.24672, -2.88613], [3.38760, -0.98624, -2.27627], [2.81236, 1.00380, -2.66153], [3.45339, -0.82459, -0.95207], [2.95725, 0.15561, -0.34174], [4.42593, -2.78878, -2.17732], [3.99365, -1.62587, -0.41359], [3.48252, 0.08761, -4.05772], [4.34703, -2.04455, -3.80780], [0.28954, -0.71752, -1.50205], [-0.64277, -1.64474, -1.88295], [0.75717, -3.62073, -1.01689], [-0.48515, -3.01866, -1.20093], [1.66277, -3.05128, -1.24624], [0.81832, -4.94863, -0.57895], [-1.65340, -1.28901, -1.61091], [-1.65689, -3.68781, -0.85650], [1.78701, -5.43363, -0.48071], [-0.36723, -5.64901, -0.32443], [-1.60452, -5.01476, -0.44796], [-2.60490, -3.14897, -0.96537], [-0.31796, -6.69381, -0.02416], [-2.53640, -5.55187, -0.25737], [0.12565, 5.31843, -2.57300], [-0.27079, 3.57940, -3.70584], [1.94583, 5.51912, -2.15494], [-1.00775, 5.29745, -1.08903], [-0.34483, 6.89034, -3.54266], [2.42068, 4.56271, -1.90802], [2.01990, 6.16404, -1.26940], [2.50990, 5.98874, -2.96751], [0.34830, 7.13214, -4.35579], [-0.33024, 7.73809, -2.85144], [-1.35080, 6.84184, -3.97082], [-0.88519, 4.35835, -0.54234], [-2.05269, 5.40539, -1.40111], [-0.75413, 6.12904, -0.42106], [-4.25048, 1.25161, 3.46222], [-3.09067, -0.21148, 3.33699], [-1.79715, -0.11337, 4.70927], [-4.03413, -1.82383, 3.46428], [-2.15773, -0.11240, 1.75571], [-1.44313, 0.13663, 0.77597], [-4.72676, 1.29715, 4.45047], [-5.03578, 1.18677, 2.69791], [-3.69682, 2.18516, 3.29607], [-2.27082, -0.14745, 5.69929], [-1.08459, -0.94489, 4.63381], [-1.22303, 0.81814, 4.62568], [-4.85156, -1.85172, 2.73237], [-3.38637, -2.68986, 3.27867], [-4.46648, -1.92774, 4.46952]],
  "forces_ev_per_angstrom": [[-0.070, 0.268, -0.175], [0.719, -1.137, -0.018], [-0.027, 0.112, 0.152], [-0.153, -0.209, -0.132], [0.230, -0.057, 0.015], [-0.405, 0.792, 0.338], [0.057, -0.181, -0.554], [-0.105, 0.180, -0.023], [0.080, -0.250, 0.101], [0.082, 0.076, 0.004], [-0.135, 0.108, -0.031], [-0.985, -1.290, -0.895], [0.054, 0.361, 0.013], [0.196, 0.359, -0.217], [-0.570, -0.904, 0.457], [0.313, -0.108, -0.042], [-0.180, -0.003, 0.021], [-0.015, 0.090, -0.041], [0.326, -0.297, 0.283], [-0.155, -0.193, 0.041], [-0.028, 0.175, 0.024], [0.122, 0.090, -0.062], [0.330, -0.099, 0.090], [-0.033, 0.104, -0.279], [-0.116, 0.327, 0.055], [0.056, -0.098, -0.062], [0.051, 0.020, -0.306], [-0.014, 0.032, 0.027], [0.073, -0.143, -0.260], [0.046, -0.006, 0.112], [-0.140, 0.249, 0.072], [0.611, -1.118, -0.333], [-0.823, 1.503, 0.572], [0.234, 0.068, 0.241], [0.150, -0.158, 0.249], [-0.079, -0.133, -0.046], [-0.174, -0.254, 0.037], [0.230, 0.073, 0.233], [0.178, 0.281, 0.050], [-0.342, -0.089, -0.139], [0.018, -0.048, 0.102], [0.227, -0.007, 0.534], [-0.027, -0.201, -0.040], [-0.638, 0.701, -0.381], [1.179, -1.127, -0.591], [-0.084, 0.005, -0.232], [-0.245, 0.240, -0.132], [-0.002, 0.054, 0.221], [-0.033, -0.065, 0.227], [1.119, 0.503, 0.825], [-0.445, -0.080, 0.326], [-0.114, -0.276, 0.089], [-0.196, 0.858, -0.524], [-0.337, -0.197, 0.073], [-0.293, 0.322, -0.082], [-0.021, -0.070, 0.201], [0.080, -0.107, -0.164], [-0.174, -0.029, 0.057], [0.199, -0.016, 0.020], [-0.036, -0.039, 0.042], [0.296, -0.330, 0.029], [-0.027, 0.158, -0.041], [0.339, 0.067, 0.059], [-0.028, 0.566, -0.366], [0.061, 0.705, -0.028], [0.138, -0.294, -0.029], [0.013, -0.204, 0.120], [-0.018, -0.402, -0.164], [-0.118, 0.406, -0.102], [-0.002, -0.045, -0.122], [-0.188, 0.020, 0.036], [-0.044, -0.163, 0.105], [0.031, -0.053, 0.083], [0.071, -0.065, 0.071], [-0.123, 0.159, -0.079], [0.153, -0.023, 0.044], [-0.037, -0.033, -0.083], [-0.130, 0.057, 0.035], [0.577, 0.033, -0.400], [-0.128, -0.033, 0.044], [-0.161, -0.064, 0.111], [-0.050, 0.339, -0.457], [-0.460, 0.257, 1.054], [0.040, 0.030, -0.173], [0.144, 0.038, 0.158], [-0.115, -0.177, 0.048], [0.139, 0.005, -0.112], [-0.119, 0.115, 0.024], [-0.104, -0.136, 0.012], [0.149, -0.015, 0.137], [-0.101, 0.172, 0.052], [0.033, -0.049, -0.207]],
  "mulliken_charge": [-1.40, 0.05, 0.38, 0.08, 0.30, 0.30, -1.58, 0.45, 0.36, 0.29, 0.31, 1.29, -0.46, 0.38, -1.05, 0.57, -1.00, -0.97, 0.21, 0.26, 0.26, 0.34, 0.10, 0.35, 0.37, 0.32, 0.32, -0.91, -0.91, 0.23, 0.20, 0.68, -0.98, 0.28, 0.15, 0.33, 0.32, 0.18, 0.20, -0.91, -0.82, 0.37, 0.22, 0.06, -0.66, 0.31, 0.25, 0.48, 0.34, 0.02, 0.08, 0.53, 0.25, -0.01, -0.76, 0.39, -0.32, 0.45, -0.71, -0.79, 0.45, 0.39, 0.37, 0.61, -0.29, -0.87, -0.56, -1.08, 0.18, 0.28, 0.34, 0.31, 0.30, 0.29, -0.12, 0.32, 0.32, -0.94, 0.02, -0.70, -0.84, -0.06, -0.33, 0.32, 0.29, 0.20, 0.36, 0.20, 0.09, 0.28, 0.18, 0.31]
}

=====

No. 2
{
  "formula": "C28H52F6N2NaO10PS5",
  "method": "the ωB97M-V functional and the def2-TZVPD basis",
  "lumo_energy_ev": -0.8315,
  "e_homo_ha": -0.3396,
  "spin_multiplicity": 1,
  "e_above_lowest_ev": 0.0000,
  "symbols": ["Na", "P", "F", "F", "F", "F", "F", "F", "C", "C", "C", "C", "N", "H", "H", "H", "H", "H", "H", "H", "C", "C", "C", "S", "O", "O", "C", "H", "H", "H", "H", "H", "H", "H", "H", "C", "C", "C", "S", "O", "O", "C", "H", "H", "H", "H", "H", "H", "H", "H", "C", "C", "C", "S", "O", "O", "C", "H", "H", "H", "H", "H", "H", "H", "H", "C", "C", "C", "S", "O", "O", "C", "H", "H", "H", "H", "H", "H", "H", "H", "C", "C", "C", "S", "O", "O", "C", "H", "H", "H", "H", "H", "H", "H", "H", "N", "C", "C", "C", "C", "H", "H", "H", "H", "H"],
  "xyz": [[-26.94074, 16.04690, 21.70041], [-29.91568, 17.24796, 20.20760], [-28.89089, 18.01203, 21.22915], [-29.01962, 17.78784, 18.96303], [-28.94366, 15.94830, 20.17376], [-30.95691, 16.55343, 19.16982], [-30.75009, 16.66091, 21.46382], [-30.90906, 18.51390, 20.22484], [-34.42635, 14.97872, 20.29044], [-33.55637, 14.22669, 21.29159], [-34.12457, 14.07592, 22.69678], [-35.47966, 13.52388, 22.80906], [-36.51499, 13.04848, 22.94390], [-35.44392, 14.57221, 20.33946], [-34.12465, 14.90459, 19.25005], [-34.53263, 16.01887, 20.60479], [-32.67968, 14.85323, 21.48608], [-33.19893, 13.26673, 20.91857], [-34.24431, 15.07660, 23.13254], [-33.45585, 13.53766, 23.36677], [-33.21242, 18.62873, 18.13273], [-34.43607, 18.96546, 17.28644], [-33.97506, 19.94997, 16.23392], [-32.34269, 19.27533, 15.63131], [-31.36702, 20.32687, 15.45335], [-32.54154, 18.26986, 14.61135], [-31.95300, 18.45002, 17.25632], [-33.33969, 17.77910, 18.80878], [-33.07137, 19.38965, 18.90410], [-35.29046, 19.27832, 17.88646], [-34.81797, 18.06823, 16.78622], [-33.61406, 20.88978, 16.65840], [-34.62169, 20.17560, 15.39034], [-31.20126, 19.03405, 17.77385], [-31.83894, 17.38643, 17.08837], [-28.35015, 21.08744, 18.79925], [-28.20893, 22.44849, 18.07745], [-29.63516, 22.87811, 17.74462], [-30.74304, 22.31185, 19.12400], [-31.82876, 21.57058, 18.51771], [-30.98969, 23.43194, 20.01647], [-29.40587, 21.27323, 19.85736], [-27.39211, 20.77050, 19.21021], [-28.65613, 20.33325, 18.06781], [-27.59229, 22.43953, 17.18244], [-27.78200, 23.19683, 18.75102], [-30.02125, 22.24963, 16.93279], [-29.91174, 23.88737, 17.45040], [-29.82825, 20.45669, 20.43688], [-28.92080, 21.91133, 20.60494], [-32.64449, 21.22319, 22.98357], [-33.29809, 20.37579, 24.08927], [-34.74800, 20.09166, 23.70163], [-34.83966, 20.13194, 21.90323], [-35.77087, 21.18135, 21.51612], [-34.95972, 18.81644, 21.28942], [-33.12915, 20.71081, 21.61924], [-31.55746, 21.14845, 22.95731], [-32.92667, 22.27645, 23.02900], [-33.18038, 20.86327, 25.05628], [-32.72136, 19.45081, 24.18173], [-35.42535, 20.80207, 24.17194], [-35.07754, 19.11944, 24.06967], [-33.13358, 21.39567, 20.77585], [-32.54625, 19.82961, 21.34317], [-29.82950, 18.92471, 25.49026], [-28.80566, 19.74279, 26.24531], [-27.41027, 19.34136, 25.78084], [-27.62873, 19.04507, 23.98616], [-27.16109, 17.69186, 23.71798], [-27.21765, 20.19965, 23.20550], [-29.49766, 19.09992, 24.02198], [-30.84710, 19.23048, 25.73418], [-29.72849, 17.89728, 25.84863], [-28.86930, 19.50953, 27.31387], [-28.90664, 20.83115, 26.22542], [-27.19978, 18.36133, 26.21726], [-26.55410, 19.95471, 26.04400], [-29.87437, 18.31893, 23.36627], [-29.70260, 20.09996, 23.64808], [-28.22838, 15.17988, 15.60852], [-29.25871, 16.18788, 15.11470], [-28.90661, 17.55450, 15.67038], [-27.06333, 17.63276, 15.53325], [-26.46514, 18.09178, 16.77262], [-26.71325, 18.18286, 14.23566], [-26.83268, 15.77610, 15.41227], [-28.35440, 14.23364, 15.08525], [-28.38708, 15.00163, 16.67698], [-30.30052, 15.88434, 15.18373], [-29.10185, 16.28544, 14.03072], [-29.10842, 17.61110, 16.74190], [-29.35013, 18.42074, 15.18484], [-26.09746, 15.57679, 16.18769], [-26.45490, 15.49973, 14.43123], [-26.13279, 17.88050, 19.59626], [-25.67690, 18.39262, 20.77028], [-24.58347, 17.64608, 21.17559], [-24.45467, 16.56720, 20.27363], [-25.47834, 16.67796, 19.36807], [-26.84728, 18.20549, 18.96043], [-26.06954, 19.31267, 21.17316], [-23.94811, 17.82219, 22.02796], [-23.75859, 15.74352, 20.28436], [-25.82275, 15.99016, 18.61453]],
  "forces_ev_per_angstrom": [[-0.173, 0.702, -0.119], [-1.422, -0.015, -0.773], [0.037, -0.310, -0.018], [-0.498, 0.681, 0.067], [0.242, -0.616, 0.794], [0.798, -0.357, 0.396], [0.627, -0.350, 0.083], [0.624, 0.643, -0.122], [-1.110, -0.332, 0.765], [0.923, 0.465, -0.058], [-0.914, 0.795, 0.299], [0.350, -0.567, -0.079], [-0.174, 0.066, -0.055], [0.019, -0.029, -0.150], [0.403, 0.074, 0.086], [0.181, 0.097, -0.242], [0.270, -0.286, -0.359], [-0.158, -0.033, -0.073], [0.247, 0.015, -0.054], [-0.009, -0.173, -0.121], [-0.153, -0.027, 1.000], [-0.267, -0.849, -0.393], [1.297, 0.487, -0.370], [-0.538, -0.587, 2.171], [-0.138, 0.124, -0.498], [0.063, 0.193, -0.028], [-1.770, 0.843, -0.184], [-0.245, -0.408, -0.578], [0.222, 0.503, -0.567], [0.219, 0.498, 0.061], [0.210, -0.064, -0.117], [-0.284, 0.056, 0.220], [-0.060, -0.292, -0.044], [0.739, -0.479, -0.513], [0.745, 0.079, -0.167], [-0.010, -0.316, -1.172], [-0.613, 0.683, 0.610], [-1.343, -1.233, -0.383], [2.281, 1.090, -0.917], [0.096, -0.058, 0.749], [-0.437, -0.725, -0.068], [-0.290, 0.886, 1.073], [-0.075, -0.016, 0.189], [0.047, -0.035, -0.005], [0.004, -0.302, -0.027], [0.171, -0.137, 0.103], [0.154, -0.042, -0.056], [0.456, 0.263, 0.466], [0.056, -0.430, -0.610], [-0.475, 0.301, 0.039], [-0.284, 0.491, -1.062], [0.830, -0.056, -0.339], [0.009, -0.532, 1.002], [0.239, 0.615, -1.452], [0.465, -0.717, 0.397], [-0.150, 0.607, 0.867], [-0.342, -0.917, 0.620], [-0.005, 0.180, 0.400], [0.101, 0.010, 0.407], [-0.354, 0.113, 0.019], [-0.207, -0.162, -0.171], [-0.070, 0.314, -0.582], [0.068, -0.125, -0.313], [-0.072, 0.247, 0.181], [-0.226, -0.098, -0.105], [-0.076, 0.345, 0.071], [0.681, 0.762, 1.654], [-0.274, -1.099, -0.272], [-1.290, 0.708, 0.400], [0.136, 0.161, -0.434], [0.366, -0.914, 0.273], [1.135, -0.672, 0.104], [0.016, 0.098, -0.124], [-0.022, -0.141, -0.417], [-0.014, -0.002, -0.062], [-0.376, -0.075, -0.543], [0.055, -0.111, -0.323], [-0.220, 0.494, -0.394], [0.033, 0.119, -0.124], [-0.194, -0.030, -0.003], [-0.136, -0.023, 0.938], [0.546, 0.501, -1.672], [0.578, 0.043, 1.024], [-1.052, -1.578, -1.304], [-0.136, 0.214, -0.370], [0.081, 0.201, 0.961], [-0.352, 0.886, 0.125], [0.171, -0.040, 0.032], [-0.081, -0.109, -0.030], [0.001, 0.097, 0.592], [-0.091, -0.134, -0.039], [-0.001, 0.035, -0.016], [0.105, -0.055, -0.239], [-0.060, -0.355, -0.020], [0.222, 0.440, -0.040], [0.088, -1.954, 0.346], [0.811, 0.930, -0.308], [-0.284, 0.134, 0.407], [-0.520, -0.778, 0.033], [-0.210, 0.794, -0.534], [-0.160, 0.176, 0.290], [0.008, -0.033, 0.010], [-0.117, 0.179, 0.038], [0.094, 0.087, 0.162], [0.213, 0.255, -0.315]],
  "mulliken_charge": [0.90, 1.68, -0.28, -0.29, -0.63, -0.27, -0.41, -0.38, -0.91, 0.11, -0.34, 0.08, -0.45, 0.47, 0.32, 0.07, -0.19, 0.34, 0.15, 0.42, 0.38, -0.94, -0.69, 1.15, -0.62, -0.68, 0.52, 0.09, -0.49, 0.45, 0.34, 0.23, 0.56, -0.77, 0.51, 0.35, -1.01, -0.63, 0.97, -0.53, -0.73, -0.02, 0.08, -0.26, 0.47, 0.35, 0.17, 0.50, -0.46, 0.55, -0.44, -0.22, -0.92, 1.04, -0.71, -0.53, 0.25, -0.02, 0.43, 0.49, -0.08, 0.35, 0.46, 0.54, -0.62, -0.43, -0.81, -0.87, 1.23, -0.69, -0.69, -0.20, 0.27, 0.31, 0.43, 0.30, 0.34, 0.46, 0.08, 0.15, -0.55, -0.80, 0.32, 0.97, -0.63, -0.69, -0.72, 0.43, 0.16, 0.38, 0.40, -0.64, 0.61, 0.38, 0.36, 0.66, -0.29, -0.78, -0.59, -0.78, 0.08, 0.45, 0.41, 0.44, 0.37]
}

=====

| no. | Kohn-Sham gap (eV) |
| --- | --- |
| 1 | 8.5 |
| 2 | 8.4 |